No. 1
DFT (ωB97M-V/def2-TZVPD) results for a cluster of 2 separate species, C5H15N in total at a distorted geometry.

Last column: Löwdin charge in e.
Positions of all 21 atoms, in Å:
C: -2.62696 -3.83094 2.41509  -0.11
C: -2.43728 -2.32145 2.07538  -0.32
C: -1.02274 -2.02207 1.60538  -0.14
H: -2.53849 -3.99199 3.49459  0.07
H: -1.79603 -4.34823 1.95959  0.06
H: -3.60034 -4.19149 2.13368  0.06
H: -2.70218 -1.68857 2.90394  0.09
H: -3.19634 -2.09139 1.32869  0.09
H: -0.37783 -2.17626 2.47457  0.07
H: -0.72661 -2.60692 0.73039  0.07
H: -0.89634 -0.98707 1.27004  0.06
C: 3.23079 2.86053 -1.98428  -0.13
C: 1.74382 2.67287 -2.03516  -0.38
N: 0.94862 3.65504 -2.74721  -0.02
H: 3.75511 2.00619 -1.56809  0.06
H: 3.67024 3.03759 -2.97534  0.07
H: 3.60357 3.74904 -1.45645  0.07
H: 1.46834 1.68082 -2.40610  0.10
H: 1.31700 2.48000 -1.04365  0.10
H: 1.13489 4.59476 -2.43457  0.06
H: 1.04878 3.51953 -3.74050  0.06

Output
frontier orbital gap: 10.2 eV
charge: 0
spin multiplicity: 1
SMILES: CCC.CCN
energy relative to the best compared isomer or geometry (same formula, charge and spin): 10.4 kcal per mole
HOMO level: -0.33884 hartree

No. 2
DFT (ωB97M-V/def2-TZVPD) results for a cluster of 2 separate species, C5H15N2 in total at a distorted geometry.

Last column: Löwdin charge in e.
Positions of all 22 atoms, in Å:
N: -1.39624 0.84385 1.19156  0.10
C: -1.56493 0.31149 -0.13486  -0.45
C: -2.99008 0.01155 -0.51138  -0.04
C: -0.67050 -0.94369 -0.18235  -0.17
N: 0.65522 -0.56633 -0.17711  0.18
C: 1.62642 -1.55518 -0.07309  -0.03
C: 3.61999 1.66548 -0.13788  -0.05
H: 2.97362 1.20838 0.60282  -0.01
H: -0.43649 0.76805 1.51160  0.08
H: -1.67232 1.81598 1.26817  0.11
H: -1.06506 0.96442 -0.86785  0.15
H: -3.05956 -0.57274 -1.43342  0.09
H: -3.44092 -0.54269 0.31146  0.09
H: -3.60937 0.90143 -0.63622  0.09
H: -0.85065 -1.65270 0.66212  0.19
H: -0.89773 -1.55391 -1.07131  0.20
H: 2.09166 -1.51281 -1.07314  0.17
H: 2.39459 -1.22158 0.63441  0.13
H: 1.24675 -2.54357 0.18160  0.11
H: 3.07814 1.79195 -1.06357  0.01
H: 4.48944 1.04128 -0.36441  0.03
H: 4.04330 2.58727 0.26349  0.03

Output
frontier orbital gap: 5.6 eV
charge: +1
spin multiplicity: 1
energy relative to the best compared isomer or geometry (same formula, charge and spin): 112.5 kcal per mole
HOMO level: -0.50932 hartree